Molecular formula: C35H50ClF5N7O6PbTe
Method: DFT, ωB97M-V/def2-TZVPD

```
! RIJCOSX wB97M-V def2-TZVPD def2/J DEFGRID3
* xyz -1 1
Pb 2.06 1.42 -0.69
C -0.22 4.01 3.51
N -0.70 4.39 2.19
C -0.76 5.84 2.04
C -0.29 3.61 1.11
N 0.49 2.62 1.11
N -0.95 4.01 -0.07
C -0.65 3.65 -1.37
N -1.65 4.02 -2.26
N 0.42 3.05 -1.69
H -0.91 4.43 4.25
H 0.78 4.40 3.71
H -0.20 2.94 3.63
H -1.49 6.24 2.75
H -1.05 6.13 1.04
H 0.22 6.29 2.26
H 0.90 2.39 2.02
H -1.86 4.41 0.08
H -2.18 4.85 -2.05
H -1.40 3.93 -3.23
H 0.52 2.83 -2.68
F 4.06 3.93 4.51
Te 3.89 2.73 3.07
F 5.52 3.47 2.53
F 4.85 1.56 4.18
F 3.00 4.20 2.28
F 2.32 2.25 4.00
O 3.64 1.64 1.69
C -0.24 -3.84 -4.79
C 1.02 -3.60 -5.55
C 1.68 -4.63 -6.21
C 2.86 -4.40 -6.88
Cl 3.66 -5.72 -7.70
C 3.43 -3.14 -6.90
C 2.79 -2.09 -6.25
C 1.58 -2.32 -5.59
O 0.84 -1.36 -4.96
C 1.23 0.01 -5.03
C 2.28 0.46 -3.98
O 3.42 0.02 -4.05
O 1.85 1.34 -3.16
H -0.55 -4.88 -4.86
H -1.05 -3.21 -5.16
H -0.11 -3.58 -3.73
H 1.26 -5.63 -6.18
H 4.37 -2.97 -7.40
H 3.27 -1.13 -6.18
H 0.31 0.57 -4.87
H 1.61 0.21 -6.03
C -2.39 -1.48 -2.08
C -1.81 -1.12 -0.71
C -1.57 0.38 -0.65
C -0.65 -2.05 -0.36
C -1.03 -3.33 0.02
C -0.12 -4.33 0.28
C 1.23 -4.03 0.16
C 1.68 -2.76 -0.21
C 3.18 -2.64 -0.41
C 3.85 -1.31 -0.06
C 3.55 -3.02 -1.84
C 0.73 -1.74 -0.47
O 1.10 -0.56 -0.95
H -3.32 -0.93 -2.26
H -2.61 -2.55 -2.15
H -1.68 -1.23 -2.86
H -2.58 -1.35 0.04
H -0.88 0.69 -1.43
H -1.15 0.70 0.30
H -2.52 0.90 -0.81
H -2.10 -3.55 0.10
H -0.44 -5.33 0.56
H 1.97 -4.80 0.34
H 3.62 -3.39 0.25
H 3.81 -0.63 -0.91
H 4.91 -1.48 0.14
H 3.44 -0.82 0.83
H 3.20 -2.25 -2.53
H 3.11 -3.97 -2.12
H 4.63 -3.09 -1.96
C -3.79 2.09 2.17
C -3.73 0.58 2.40
N -3.79 0.22 3.81
C -5.05 0.49 4.50
C -4.91 1.61 5.53
C -2.90 -0.59 4.46
O -3.19 -1.11 5.53
C -1.54 -0.78 3.88
C -0.90 -2.01 3.99
C 0.40 -2.13 3.54
C 1.02 -1.02 2.99
N 0.45 0.17 2.91
C -0.80 0.28 3.36
H -3.72 2.29 1.09
H -2.97 2.60 2.66
H -4.73 2.51 2.53
H -2.82 0.18 1.97
H -4.56 0.10 1.88
H -5.38 -0.42 5.00
H -5.79 0.75 3.75
H -4.20 1.32 6.30
H -5.87 1.80 6.01
H -4.56 2.53 5.06
H -1.43 -2.85 4.43
H 0.92 -3.08 3.60
H 2.04 -1.09 2.63
H -1.25 1.26 3.32
*
```

Summary:
HOMO energy in eV: -4.992
HOMO-LUMO gap in Eh: 0.2444
ΔE to the lowest compared entry with this formula, charge and spin in kJ/mol: 0.0
E in hartree: -3619.0519


Molecular formula: C35H50N4OSbSi3SnTe
Method: DFT, ωB97M-V/def2-TZVPD

```
! RIJCOSX wB97M-V def2-TZVPD def2/J DEFGRID3
* xyz -1 1
Sn 1.41 1.33 -1.93
C -0.35 4.33 1.37
C -0.22 3.56 0.21
N 0.84 2.75 0.00
C 1.80 2.62 0.97
C 1.68 3.28 2.22
C 0.57 4.16 2.37
C 2.70 3.16 3.17
C 3.83 2.41 2.93
C 3.90 1.64 1.79
C 2.89 1.61 0.81
N 3.00 0.94 -0.38
C 3.99 0.03 -0.79
C 4.63 -0.86 0.07
C 5.73 -1.61 -0.34
C 6.12 -1.58 -1.66
C 5.40 -0.89 -2.64
C 5.51 -1.11 -4.05
C 4.49 -0.65 -4.89
C 3.53 0.16 -4.35
N 3.47 0.52 -3.08
C 4.29 -0.08 -2.19
H -1.12 5.10 1.44
H -0.93 3.72 -0.61
H 0.42 4.68 3.36
H 2.61 3.71 4.14
H 4.66 2.40 3.64
H 4.84 1.09 1.54
H 4.19 -1.06 1.08
H 6.25 -2.30 0.32
H 7.05 -2.03 -2.04
H 6.26 -1.75 -4.47
H 4.49 -0.76 -5.98
H 2.77 0.61 -5.02
O -2.74 -0.91 -2.86
C -3.32 -0.02 -3.83
C -2.72 -0.23 -5.22
C -1.36 0.46 -5.42
C -1.23 1.96 -5.27
C -2.28 2.90 -5.27
C -2.05 4.19 -4.89
C -0.76 4.51 -4.52
C 0.26 3.59 -4.75
N 0.08 2.31 -5.09
H -2.11 -0.40 -2.28
H -3.26 0.99 -3.44
H -4.41 -0.25 -3.93
H -3.39 0.14 -6.02
H -2.59 -1.38 -5.40
H -0.97 0.21 -6.43
H -0.63 -0.03 -4.76
H -3.28 2.57 -5.49
H -2.92 4.81 -4.93
H -0.49 5.50 -4.11
H 1.32 3.93 -4.75
Te 1.06 -1.36 -1.67
C -1.86 -4.07 0.18
Si -2.93 -2.94 1.16
C -4.17 -2.15 -0.03
C -3.95 -3.81 2.48
Sb -1.22 -1.02 1.97
Si -2.88 0.15 3.62
C -3.37 1.77 2.69
C -1.90 0.54 5.19
C -4.45 -0.81 4.07
Si 0.56 -2.27 3.41
C 1.78 -1.07 4.17
C -0.19 -3.45 4.73
C 1.60 -3.27 2.15
H -2.04 -5.11 0.56
H -0.74 -4.03 0.22
H -2.12 -3.95 -0.90
H -4.54 -2.97 -0.60
H -3.73 -1.49 -0.75
H -5.02 -1.60 0.47
H -3.86 -4.88 2.22
H -5.01 -3.61 2.52
H -3.56 -3.67 3.50
H -3.02 2.65 3.24
H -4.44 1.79 2.72
H -3.04 1.94 1.66
H -0.84 0.64 5.04
H -2.12 -0.23 5.91
H -2.33 1.49 5.54
H -5.06 -1.10 3.21
H -5.05 -0.26 4.78
H -4.13 -1.77 4.56
H 1.26 -0.18 4.64
H 2.49 -0.70 3.42
H 2.39 -1.54 4.96
H -1.21 -3.20 5.05
H 0.50 -3.57 5.53
H -0.31 -4.44 4.25
H 1.84 -2.73 1.18
H 1.20 -4.24 1.89
H 2.52 -3.46 2.72
*
```

Summary:
HOMO energy in eV: -2.814
HOMO-LUMO gap in Eh: 0.1877
ΔE to the lowest compared entry with this formula, charge and spin in kJ/mol: 12.2
E in hartree: -3249.1007


Molecular formula: C35H50NO18P2
Method: DFT, ωB97M-V/def2-TZVPD

```
! RIJCOSX wB97M-V def2-TZVPD def2/J DEFGRID3
* xyz -1 1
C -0.46 -5.69 -1.69
C -0.71 -4.56 -2.70
O -0.78 -3.27 -2.05
C 0.35 -2.52 -2.23
C 0.71 -2.01 -3.47
P -0.31 -2.33 -4.98
C -2.00 -1.68 -4.63
O 0.34 -1.42 -6.22
C 1.86 -1.27 -3.64
C 2.71 -1.02 -2.58
C 2.35 -1.52 -1.35
C 1.20 -2.26 -1.17
C 1.00 -2.77 0.26
O 0.73 -3.94 0.42
C 1.30 -1.76 1.34
C 2.47 -1.05 1.13
C 2.95 -0.11 2.05
C 4.25 0.66 1.86
C 5.41 0.00 2.68
C 6.53 -0.63 1.81
C 6.47 -2.17 1.96
C 7.34 -2.98 0.98
N 7.65 -2.29 -0.29
C 2.17 0.09 3.16
C 1.00 -0.59 3.39
C 0.31 -0.23 4.71
O 1.11 0.06 5.64
O -0.94 -0.21 4.82
C 0.52 -1.52 2.47
P -1.06 -2.40 2.70
O -1.46 -3.27 1.59
O -0.96 -3.28 4.04
O -2.30 -1.41 2.97
C 3.24 -1.30 -0.15
O 4.45 -1.35 -0.21
H 0.59 -5.64 -1.37
H -1.05 -5.47 -0.80
H -0.67 -6.68 -2.10
H -1.64 -4.77 -3.23
H 0.08 -4.59 -3.45
H -2.22 -1.90 -3.58
H -2.73 -2.18 -5.26
H -1.99 -0.59 -4.80
H 0.35 -0.50 -5.92
H 2.12 -0.90 -4.63
H 3.62 -0.45 -2.66
H 4.48 0.80 0.81
H 4.07 1.65 2.31
H 5.88 0.81 3.26
H 5.02 -0.70 3.42
H 6.39 -0.28 0.79
H 7.49 -0.28 2.20
H 5.43 -2.50 1.95
H 6.84 -2.39 2.97
H 8.27 -3.32 1.44
H 6.78 -3.91 0.75
H 7.65 -3.01 -1.01
H 6.89 -1.67 -0.57
H 2.49 0.83 3.88
H -1.76 -3.83 4.06
H -2.02 -0.48 2.90
C -0.49 1.00 -0.08
C 0.81 1.69 -0.42
O 0.59 2.94 -1.10
C 0.18 3.95 -0.33
O -0.01 3.91 0.86
O -0.01 5.02 -1.11
C -0.55 6.15 -0.43
H -1.10 0.88 -0.98
H -0.31 0.02 0.35
H -1.08 1.59 0.63
H 1.38 1.07 -1.11
H 1.43 1.85 0.47
H 0.06 6.41 0.43
H -1.57 5.95 -0.12
H -0.55 6.99 -1.12
C -4.57 -5.13 2.46
C -4.04 -5.26 1.05
O -4.11 -6.63 0.58
C -5.31 -7.06 0.24
O -6.34 -6.43 0.26
O -5.20 -8.35 -0.14
C -6.44 -8.97 -0.45
H -4.05 -5.82 3.13
H -4.43 -4.11 2.82
H -5.63 -5.37 2.51
H -2.99 -4.99 1.03
H -4.56 -4.60 0.35
H -6.99 -8.40 -1.20
H -7.04 -9.08 0.46
H -6.21 -9.96 -0.85
C -2.47 12.57 0.72
C -2.02 12.34 -0.71
O -2.16 10.97 -1.10
C -3.40 10.57 -1.37
O -4.39 11.26 -1.32
O -3.37 9.28 -1.68
C -4.65 8.70 -1.90
H -1.95 11.89 1.40
H -2.28 13.60 1.02
H -3.54 12.38 0.83
H -0.95 12.56 -0.79
H -2.54 12.99 -1.41
H -5.22 9.25 -2.64
H -5.21 8.65 -0.96
H -4.49 7.68 -2.26
*
```

Summary:
HOMO energy in eV: -5.360
HOMO-LUMO gap in Eh: 0.2543
E in hartree: -3455.6855


Molecular formula: C35H51BN7NiS4Si
Method: DFT, ωB97M-V/def2-TZVPD

```
! RIJCOSX wB97M-V def2-TZVPD def2/J DEFGRID3
* xyz 1 1
Ni 2.18 -2.00 -0.81
C 3.24 0.55 3.47
C 2.10 1.06 2.66
C 1.57 2.30 2.84
C 0.50 2.75 2.03
N -0.02 1.97 1.12
N 0.48 0.74 0.96
B -0.32 -0.11 -0.03
N -0.89 -1.36 0.66
N -1.61 -0.85 1.70
C -2.33 -1.65 2.43
C -2.41 -3.03 2.12
C -1.67 -3.56 1.12
C -1.69 -5.02 0.79
C -0.80 -2.67 0.38
S 0.31 -3.33 -0.72
C -3.07 -1.05 3.61
C -2.69 -1.82 4.88
C -4.58 -1.18 3.35
C -2.71 0.43 3.78
N -1.48 0.73 -0.71
N -2.61 1.27 -0.30
C -3.29 1.94 -1.20
C -2.82 2.07 -2.54
C -1.65 1.50 -2.96
C -1.08 1.59 -4.33
C -0.98 0.80 -1.94
S 0.49 -0.13 -1.83
C -4.57 2.63 -0.76
C -4.25 4.12 -0.56
C -5.08 2.04 0.56
C -5.66 2.47 -1.83
C 1.53 0.24 1.63
S 2.18 -1.32 1.34
C -0.17 4.11 2.17
C -0.19 4.79 0.80
C 0.56 5.00 3.17
C -1.61 3.88 2.65
H 3.55 1.30 4.21
H 4.09 0.31 2.83
H 2.97 -0.37 3.99
H 1.98 2.95 3.60
H -3.05 -3.67 2.71
H -2.40 -5.54 1.42
H -0.70 -5.45 0.92
H -1.96 -5.17 -0.26
H -2.98 -2.87 4.83
H -3.20 -1.38 5.74
H -1.62 -1.76 5.06
H -4.88 -2.22 3.23
H -4.87 -0.63 2.45
H -5.13 -0.77 4.20
H -1.65 0.55 4.00
H -3.28 0.84 4.61
H -2.92 1.00 2.88
H -3.41 2.65 -3.24
H -1.70 2.20 -4.98
H -1.00 0.59 -4.77
H -0.08 2.01 -4.30
H -3.51 4.26 0.23
H -5.15 4.66 -0.29
H -3.86 4.57 -1.48
H -4.35 2.15 1.36
H -5.31 0.98 0.45
H -5.99 2.56 0.85
H -5.44 3.03 -2.74
H -6.60 2.87 -1.44
H -5.82 1.43 -2.09
H 0.82 4.97 0.43
H -0.70 5.76 0.87
H -0.72 4.18 0.06
H 1.60 5.19 2.87
H 0.56 4.58 4.17
H 0.06 5.97 3.22
H -2.14 3.23 1.95
H -2.14 4.84 2.71
H -1.63 3.42 3.63
C 7.22 -2.09 -4.97
Si 6.69 -3.18 -3.55
C 7.48 -2.60 -1.96
C 7.15 -4.96 -3.88
C 4.79 -3.10 -3.49
C 4.09 -3.54 -4.60
C 2.70 -3.52 -4.68
C 2.00 -3.06 -3.58
N 2.65 -2.64 -2.50
C 4.00 -2.63 -2.44
S 4.39 -1.97 -0.86
H 8.30 -2.10 -5.09
H 6.92 -1.05 -4.80
H 6.78 -2.41 -5.92
H 8.56 -2.70 -2.06
H 7.16 -3.20 -1.10
H 7.26 -1.56 -1.74
H 8.24 -5.07 -3.92
H 6.75 -5.32 -4.83
H 6.78 -5.61 -3.09
H 4.64 -3.91 -5.46
H 2.17 -3.87 -5.55
H 0.92 -3.02 -3.53
*
```

Summary:
HOMO energy (alpha / beta) in eV: -9.974 / -9.968
HOMO-LUMO gap (alpha / beta) in Eh: 0.2574 / 0.2572
E in hartree: -5162.9710